No. 1
Entry from OMol25: C34H57N3O3SiW as an isolated structure in a non-equilibrium geometry (ωB97M-V/def2-TZVPD).

The geometry in XYZ format:
```
99
C34H57N3O3SiW | OMol25 | ωB97M-V/def2-TZVPD
O -1.437 2.355 -1.083
O 0.393 2.491 -3.451
C -2.827 2.097 -1.827
C -3.960 2.362 -0.870
H -2.707 1.077 -2.203
H -2.782 2.790 -2.668
H -3.892 1.714 0.011
H -4.929 2.167 -1.350
H -3.961 3.414 -0.546
C -1.115 3.848 -0.866
C -1.549 4.679 -2.044
H -0.025 3.851 -0.752
H -1.632 4.171 0.047
H -0.977 4.433 -2.947
H -1.335 5.731 -1.801
H -2.624 4.645 -2.264
C 1.750 2.805 -3.154
C 0.084 1.895 -4.703
C 1.995 4.285 -3.259
H 2.437 2.226 -3.782
H 1.904 2.503 -2.112
H 1.846 4.655 -4.275
H 3.021 4.512 -2.968
H 1.333 4.846 -2.596
C 0.077 2.888 -5.831
H -0.921 1.484 -4.570
H 0.761 1.059 -4.911
H -0.551 3.751 -5.601
H -0.329 2.417 -6.724
H 1.077 3.248 -6.065
H -1.223 1.681 -0.337
N -1.047 -1.915 1.952
C -0.536 -3.146 2.231
C 0.803 -3.463 1.970
C 1.875 -2.615 1.729
C -1.482 -4.172 2.756
H -2.322 -4.376 2.077
H -1.892 -3.917 3.743
H -0.935 -5.118 2.867
C 3.253 -3.157 1.522
H 3.926 -2.946 2.362
H 3.726 -2.785 0.605
H 3.195 -4.249 1.443
N 1.776 -1.239 1.745
C -2.426 -1.629 2.271
C -3.406 -1.783 1.276
C -3.074 -2.323 -0.069
C -4.708 -1.377 1.551
H -5.450 -1.442 0.745
C -5.038 -0.950 2.832
H -6.060 -0.638 3.050
C -4.079 -0.932 3.844
H -4.345 -0.638 4.865
C -2.758 -1.304 3.592
C -1.734 -1.263 4.685
C 2.934 -0.472 2.137
C 3.646 0.261 1.180
C 3.406 0.051 -0.280
C 4.604 1.174 1.615
H 5.116 1.785 0.870
C 4.903 1.275 2.973
H 5.648 1.991 3.316
C 4.294 0.426 3.894
H 4.575 0.461 4.950
C 3.307 -0.472 3.488
C 2.720 -1.443 4.461
W 0.054 -0.460 1.246
H -2.905 -1.530 -0.811
H -3.897 -2.944 -0.455
H -2.182 -2.957 -0.046
H -0.999 -2.075 4.626
H -2.242 -1.406 5.652
H -1.178 -0.307 4.736
H 3.722 0.932 -0.854
H 2.350 -0.113 -0.534
H 3.958 -0.820 -0.679
H 1.641 -1.600 4.339
H 2.893 -1.081 5.486
H 3.203 -2.428 4.406
H 1.046 -4.536 2.034
C -0.132 -0.283 -0.820
Si 0.185 -1.707 -2.115
H -1.197 -0.078 -0.961
H 0.510 0.513 -1.219
C -1.206 -1.634 -3.379
C 0.220 -3.417 -1.384
C 1.833 -1.428 -2.952
H 2.017 -0.376 -3.199
H 1.835 -2.013 -3.885
H 2.651 -1.796 -2.319
H -2.194 -1.557 -2.906
H -1.166 -2.575 -3.948
H -1.074 -0.790 -4.071
H -0.590 -3.635 -0.681
H 1.170 -3.609 -0.875
H 0.122 -4.121 -2.226
O 0.775 2.769 3.876
C 0.386 2.065 3.014
N 0.069 1.253 2.159
```

The multiplicity is 1. For the HOMO energy (spin up / spin down), the calculation gives -18.64 / -18.64 eV. The value obtained for the HOMO-LUMO gap (spin up / spin down) is 3.69 / 3.22 eV. The largest force on an atom comes out at 5.4 eV/A. The charge is +4. The calculation puts the calculated total energy at -56455.8007 eV.

=====

No. 2
Entry from OMol25: one molecule with the formula C8H12O3 in a non-equilibrium geometry (ωB97M-V/def2-TZVPD).

The geometry in XYZ format:
```
23
C8H12O3 | OMol25 | ωB97M-V/def2-TZVPD
C 1.674 -1.789 0.324
C 0.420 -2.061 0.600
C 2.022 -0.424 -0.086
C -0.713 -1.228 0.519
C 0.457 1.115 0.498
C -0.645 0.262 -0.071
C -0.351 0.126 -1.614
C -2.005 0.935 0.144
O 3.055 0.015 -0.583
O 0.449 1.261 1.812
O 0.713 2.288 -0.246
H 2.551 -2.467 0.584
H 0.393 -3.079 0.838
H -1.323 -1.590 -0.210
H -1.321 -1.125 1.449
H -1.060 -0.490 -2.101
H 0.635 -0.232 -1.795
H -0.317 1.106 -2.198
H -2.324 1.538 -0.620
H -1.965 1.465 1.124
H -2.790 0.187 0.250
H 0.879 2.110 2.006
H 1.567 2.077 -0.624
```

The multiplicity is 1. As for the energy above the lowest of the compared OMol25 structures with the same formula, charge and spin: 3.689 eV. For the HOMO energy, the calculation gives -7.35 eV. The value obtained for the HOMO-LUMO gap is 8.03 eV. The largest force on an atom comes out at 4.7 eV/A. The calculation puts the calculated total energy at -14629.5005 eV.

=====

No. 3
Entry from OMol25: C41H42ClLaN6Sb as an isolated structure in a non-equilibrium geometry (ωB97M-V/def2-TZVPD).

The geometry in XYZ format:
```
92
C41H42ClLaN6Sb | OMol25 | ωB97M-V/def2-TZVPD
La 10.562 12.519 11.734
C 7.702 14.868 12.567
C 8.982 15.624 12.857
C 8.744 16.863 13.548
C 9.784 17.600 14.020
C 11.101 17.009 13.852
C 11.267 15.781 13.210
N 10.226 15.109 12.683
Sb 13.339 15.149 13.046
C 13.217 13.318 14.203
C 13.888 13.340 15.417
C 13.678 12.286 16.308
C 12.961 11.232 15.877
C 12.318 11.281 14.664
C 11.576 10.099 14.136
N 12.379 12.337 13.820
C 13.634 14.101 11.111
C 14.174 14.866 10.078
C 14.577 14.272 8.908
C 14.443 12.910 8.742
C 13.914 12.235 9.818
C 13.835 10.767 9.879
N 13.460 12.786 10.948
H 7.154 15.629 12.057
H 7.814 13.956 12.003
H 7.237 14.554 13.475
H 7.752 17.218 13.530
H 9.677 18.458 14.590
H 11.917 17.612 14.301
H 14.568 14.096 15.641
H 14.089 12.196 17.302
H 12.833 10.297 16.460
H 11.144 9.595 14.953
H 10.724 10.341 13.519
H 12.187 9.477 13.488
H 14.246 15.913 10.275
H 15.090 14.912 8.145
H 14.887 12.371 7.882
H 12.788 10.538 10.130
H 14.112 10.265 9.010
H 14.496 10.482 10.741
C 7.253 6.136 10.977
C 7.404 6.941 9.719
C 7.607 6.458 8.426
C 7.714 7.357 7.379
C 7.539 8.747 7.475
C 7.248 9.244 8.745
C 7.312 8.362 9.849
N 7.254 8.957 11.159
C 8.089 9.926 11.618
N 7.545 10.663 12.610
C 8.128 11.253 13.820
C 9.048 12.307 13.779
C 9.476 12.766 15.043
C 8.932 12.290 16.132
C 8.012 11.284 16.191
C 7.638 10.674 15.016
C 6.778 9.439 15.132
N 9.320 10.247 11.193
C 10.104 9.149 10.665
C 10.411 8.052 11.411
C 11.218 7.087 10.864
C 11.739 7.095 9.607
C 11.391 8.197 8.828
C 10.612 9.222 9.336
C 10.359 10.348 8.499
H 7.278 6.755 11.870
H 7.986 5.322 11.070
H 6.285 5.555 10.915
H 7.645 5.357 8.292
H 8.056 7.018 6.338
H 7.696 9.426 6.609
H 7.008 10.294 8.856
H 6.370 8.758 11.707
H 6.574 10.570 12.781
H 10.208 13.556 15.075
H 9.201 12.744 17.059
H 7.544 11.011 17.070
H 6.548 9.206 16.171
H 7.390 8.544 14.858
H 5.849 9.488 14.588
H 10.021 8.015 12.467
H 11.532 6.286 11.517
H 12.375 6.258 9.229
H 11.699 8.301 7.819
H 10.673 10.116 7.459
H 11.022 11.165 8.727
H 9.364 10.779 8.533
Cl 8.575 13.334 9.728
C 10.241 14.100 9.704
H 10.037 15.184 9.727
H 10.594 13.837 8.728
```

The multiplicity is 1. As for the energy above the lowest of the compared OMol25 structures with the same formula, charge and spin: 0.956 eV. For the HOMO energy, the calculation gives -10.23 eV. The value obtained for the HOMO-LUMO gap is 7.97 eV. The largest force on an atom comes out at 4.1 eV/A. The charge is +1. The calculation puts the calculated total energy at -72052.8537 eV.

=====

No. 4
Entry from OMol25: C4H7O3Sr as an isolated structure in a non-equilibrium geometry (ωB97M-V/def2-TZVPD).

The geometry in XYZ format:
```
15
C4H7O3Sr | OMol25 | ωB97M-V/def2-TZVPD
O 3.525 0.706 0.050
C 4.253 -0.272 0.065
H 5.343 -0.144 0.158
H 3.841 -1.293 0.005
O -0.875 1.697 -0.012
C -2.151 1.209 -0.118
C -2.308 -0.275 0.119
O -1.707 -0.864 1.224
C -1.050 -1.222 0.000
Sr 1.223 1.277 -0.014
H -2.594 1.382 -1.122
H -2.833 1.700 0.609
H -3.307 -0.670 -0.105
H -0.318 -0.922 -0.751
H -1.041 -2.310 -0.108
```

The multiplicity is 1. As for the energy above the lowest of the compared OMol25 structures with the same formula, charge and spin: 0.000 eV. For the HOMO energy, the calculation gives -12.15 eV. The value obtained for the HOMO-LUMO gap is 7.39 eV. The largest force on an atom comes out at 3.6 eV/A. The charge is +1. The calculation puts the calculated total energy at -11230.7926 eV.

=====

No. 5
Entry from OMol25: C18H30NO4P2Pm as an isolated structure in a non-equilibrium geometry (ωB97M-V/def2-TZVPD).

The geometry in XYZ format:
```
56
C18H30NO4P2Pm | OMol25 | ωB97M-V/def2-TZVPD
C -0.542 -1.101 -4.239
C -0.446 -0.464 -3.003
N 0.165 -1.118 -1.982
C 0.591 -2.398 -2.072
C 0.471 -3.077 -3.284
C -0.087 -2.416 -4.389
C -0.987 0.974 -2.783
P -0.216 2.007 -1.486
Pm 0.583 0.025 0.152
P 0.636 -2.564 0.870
C 1.242 -3.066 -0.814
C 0.123 0.999 2.272
C 1.051 1.981 2.435
C 0.999 2.661 3.672
C 0.027 2.291 4.614
C -0.888 1.263 4.365
C -0.847 0.566 3.136
O -3.699 1.199 -1.821
O -3.324 1.212 0.817
H -0.957 -0.535 -5.078
H 0.822 -4.109 -3.337
H -0.163 -2.924 -5.349
C 1.413 2.690 -2.023
C -1.243 3.357 -0.826
H 1.128 -4.162 -0.828
H 2.334 -2.869 -0.838
H -2.100 0.966 -2.568
H -0.825 1.585 -3.684
C 1.975 -2.780 2.123
C -0.804 -3.572 1.352
H 1.793 2.219 1.654
H 1.712 3.455 3.884
H -0.006 2.822 5.558
H -1.639 0.999 5.110
H -1.503 -0.256 2.842
H -2.706 0.378 0.656
H -2.984 1.620 1.624
H -3.751 1.323 -0.828
H -4.331 0.481 -2.037
H -1.812 -0.401 0.334
H 1.313 3.476 -2.790
H 1.945 3.120 -1.154
H 2.081 1.897 -2.401
H -1.481 4.107 -1.597
H -2.177 2.935 -0.409
H -0.731 3.851 0.021
H -0.594 -4.643 1.514
H -1.234 -3.146 2.276
H -1.580 -3.451 0.577
H 2.244 -3.834 2.300
H 2.885 -2.225 1.836
H 1.643 -2.330 3.077
O 4.866 0.452 0.539
C 3.673 0.251 0.644
O 2.741 0.130 -0.293
H 3.205 0.146 1.656
```

The multiplicity is 5. As for the expectation value of S²: 6.01. As for the energy above the lowest of the compared OMol25 structures with the same formula, charge and spin: 0.148 eV. For the HOMO energy (spin up / spin down), the calculation gives -7.13 / -7.13 eV. The value obtained for the HOMO-LUMO gap (spin up / spin down) is 7.06 / 7.06 eV. The largest force on an atom comes out at 3.6 eV/A. The calculation puts the calculated total energy at -63963.0607 eV.

=====

No. 6
Entry from OMol25: a 4-piece molecular cluster, C29H37BO6S2 overall in a non-equilibrium geometry (ωB97M-V/def2-TZVPD).

The geometry in XYZ format:
```
75
C29H37BO6S2 | OMol25 | ωB97M-V/def2-TZVPD
C -1.985 3.242 0.900
C -0.827 2.639 1.770
C 0.390 2.444 0.795
C -1.282 1.196 2.203
C -2.349 1.220 3.357
B -2.563 -0.182 4.095
C -3.023 -1.522 3.295
C -1.984 -2.025 2.238
C -0.593 -2.450 2.828
S 0.734 -1.993 1.591
C -2.384 -0.378 5.696
C -1.759 0.849 6.428
C -0.233 1.026 6.131
S 0.369 2.302 7.344
H -2.752 3.698 1.560
H -2.516 2.469 0.306
H -1.589 3.972 0.164
H -0.550 3.277 2.626
H 0.187 1.646 0.049
H 1.293 2.165 1.377
H 0.573 3.362 0.199
H -0.402 0.568 2.465
H -1.798 0.794 1.304
H -3.329 1.480 2.881
H -2.104 2.071 4.023
H -3.303 -2.337 3.994
H -3.955 -1.238 2.750
H -1.846 -1.332 1.390
H -2.420 -2.943 1.779
H -0.506 -3.539 2.984
H -0.317 -1.937 3.767
H 0.189 -1.065 0.748
H -1.853 -1.333 5.889
H -3.424 -0.527 6.082
H -1.832 0.645 7.522
H -2.339 1.781 6.276
H 0.301 0.068 6.292
H -0.115 1.360 5.085
H 1.606 1.856 7.721
O 0.499 4.252 -1.767
C 1.531 4.303 -2.407
C 1.554 3.958 -3.841
C 2.680 4.002 -4.547
C 3.961 4.407 -3.924
O 4.989 4.449 -4.566
C 3.939 4.755 -2.484
C 2.809 4.706 -1.779
H 0.611 3.665 -4.282
H 2.713 3.748 -5.596
H 4.884 5.047 -2.043
H 2.773 4.955 -0.726
O -1.246 -2.611 -4.645
C -0.548 -1.660 -4.931
C -0.871 -0.298 -4.452
C -0.105 0.744 -4.767
C 1.104 0.584 -5.610
O 1.807 1.535 -5.893
C 1.425 -0.779 -6.089
C 0.658 -1.822 -5.773
H -1.757 -0.199 -3.837
H -0.326 1.745 -4.425
H 2.312 -0.878 -6.703
H 0.877 -2.828 -6.112
O 0.947 -5.283 -4.847
C 1.046 -5.425 -3.644
C 0.307 -4.553 -2.703
C 0.422 -4.708 -1.384
C 1.290 -5.760 -0.806
O 1.393 -5.904 0.394
C 2.028 -6.631 -1.749
C 1.914 -6.475 -3.067
H -0.324 -3.792 -3.144
H -0.109 -4.081 -0.678
H 2.658 -7.393 -1.309
H 2.446 -7.103 -3.771
```

The multiplicity is 1. For the HOMO energy, the calculation gives -8.98 eV. The value obtained for the HOMO-LUMO gap is 7.12 eV. The largest force on an atom comes out at 2.5 eV/A. As for the SMILES: CC(C)CCB(CCCS)CCCS.O=C1C=CC(=O)C=C1.O=C1C=CC(=O)C=C1.O=C1C=CC(=O)C=C1. The calculation puts the calculated total energy at -65300.8224 eV.